# 1
C29H40CoGeN4O2Sb | ωB97M-V/def2-TZVPD

Results
Orbital gap (spin up / spin down): 0.2594 / 0.2088 Eh
Total charge: +1
<S²>: 0.80
Relative energy (zero: lowest compared OMol25 entry of this formula, charge and spin): 0.159 eV
2S+1: 2

Last column: Mulliken charge in e.
Element x y z (Å)
Co (0.0692, -0.7491, -0.7357)  -2.95
O (-3.8181, -1.5009, -0.9673)  -0.66
C (-2.6700, -1.1400, -1.0846)  0.10
N (-1.5830, -1.5055, -0.3286)  1.24
C (-1.6145, -2.3517, 0.7399)  0.62
C (-2.7278, -3.0601, 1.2407)  -1.24
C (-2.5489, -3.8589, 2.3380)  -0.55
C (-1.2907, -3.9778, 2.9680)  -0.73
C (-0.1924, -3.3009, 2.5079)  -1.01
C (-0.3415, -2.4747, 1.3747)  -0.19
N (0.6108, -1.6979, 0.7839)  1.76
C (1.9006, -1.5650, 1.2193)  0.26
O (2.4373, -2.1023, 2.1630)  -0.69
C (2.6483, -0.5903, 0.3467)  0.17
C (3.9566, -0.2658, 0.6419)  -0.81
C (4.6288, 0.6142, -0.1909)  -0.81
C (3.9650, 1.1168, -1.2957)  -1.10
C (2.6520, 0.7385, -1.5201)  -0.14
N (1.9854, -0.0893, -0.7139)  1.39
C (-2.2512, -0.1899, -2.1749)  0.46
C (-3.1790, 0.2728, -3.0839)  -0.73
C (-2.7621, 1.1519, -4.0710)  -0.66
C (-1.4313, 1.5291, -4.1023)  -1.21
C (-0.5644, 1.0163, -3.1516)  -0.02
N (-0.9535, 0.1670, -2.1996)  0.91
H (-3.6886, -2.9626, 0.7631)  0.57
H (-3.3897, -4.4127, 2.7338)  0.45
H (-1.1929, -4.6177, 3.8348)  0.45
H (0.7671, -3.3881, 2.9903)  0.56
H (4.4115, -0.7165, 1.5128)  0.60
H (5.6530, 0.8956, 0.0137)  0.47
H (4.4453, 1.7966, -1.9848)  0.55
H (2.1274, 1.1099, -2.3850)  0.18
H (-4.2017, -0.0636, -2.9888)  0.61
H (-3.4631, 1.5360, -4.7996)  0.47
H (-1.0552, 2.2145, -4.8483)  0.55
H (0.4742, 1.3033, -3.1577)  0.19
C (0.3551, 1.3633, 5.4855)  -1.13
C (-1.0645, 1.2540, 4.9418)  -0.66
C (-1.1717, 1.5953, 3.4558)  -0.68
C (-0.4142, 0.6084, 2.5597)  -0.63
Ge (-0.6038, 1.0425, 0.6744)  2.24
C (0.4857, 2.5826, 0.1491)  -0.67
C (-0.0921, 3.9508, 0.5315)  -0.96
C (-1.3917, 4.3000, -0.1861)  0.09
C (-1.8174, 5.7403, 0.0613)  -1.48
H (0.3735, 1.2574, 6.5699)  0.39
H (0.7925, 2.3351, 5.2423)  0.28
H (1.0089, 0.5915, 5.0756)  0.24
H (-1.7247, 1.9167, 5.5058)  0.41
H (-1.4430, 0.2388, 5.0983)  0.30
H (-0.7924, 2.6116, 3.3005)  0.14
H (-2.2254, 1.6143, 3.1634)  0.36
H (-0.7884, -0.4029, 2.7313)  0.22
H (0.6523, 0.6000, 2.8033)  0.39
H (-2.0963, 1.2511, 0.3402)  -0.30
H (0.6446, 2.5487, -0.9328)  0.28
H (1.4652, 2.4375, 0.6146)  0.36
H (0.6517, 4.7200, 0.2987)  0.46
H (-0.2460, 4.0084, 1.6133)  0.21
H (-2.1893, 3.6250, 0.1341)  0.26
H (-1.2630, 4.1277, -1.2618)  0.18
H (-1.9834, 5.9204, 1.1252)  0.33
H (-2.7424, 5.9816, -0.4621)  0.40
H (-1.0507, 6.4409, -0.2746)  0.35
C (2.6370, -3.8049, -1.6641)  -1.33
Sb (0.9807, -2.7363, -2.4645)  0.84
C (0.0753, -4.2992, -3.5840)  -1.23
C (2.0154, -1.7820, -4.0713)  -1.33
H (3.1043, -4.3951, -2.4507)  0.50
H (2.3068, -4.4640, -0.8628)  0.40
H (3.3666, -3.1024, -1.2613)  0.37
H (0.8523, -4.8143, -4.1464)  0.37
H (-0.6587, -3.8831, -4.2716)  0.38
H (-0.4212, -5.0015, -2.9175)  0.38
H (2.3687, -2.5339, -4.7758)  0.50
H (2.8740, -1.2358, -3.6816)  0.36
H (1.3567, -1.0897, -4.5953)  0.37

---

# 2
C29H40F3N6O | ωB97M-V/def2-TZVPD

Results
Orbital gap: 0.2490 Eh
Total charge: +1

Last column: Mulliken charge in e.
Element x y z (Å)
C (-2.8319, 2.8793, 0.8521)  -0.95
C (-3.4256, 1.7262, 0.0719)  0.68
O (-3.1766, 1.5505, -1.1038)  -0.61
N (-4.3158, 0.9046, 0.7672)  -0.23
C (-3.8306, 0.2318, 1.9835)  -0.98
C (-3.2798, -1.1868, 1.7137)  -0.50
C (-1.7977, -1.4031, 2.0464)  -0.98
C (-0.9186, -0.2230, 1.6422)  0.22
N (0.4519, -0.6990, 1.2777)  -0.08
C (1.5227, 0.0341, 1.6819)  -0.18
N (2.1865, -0.1994, 2.7669)  0.12
C (1.8686, -1.2945, 3.6591)  0.35
C (1.1371, -1.0423, 4.8015)  -0.37
C (0.8470, -2.1370, 5.6086)  -0.45
C (1.3026, -3.3840, 5.2246)  -0.43
C (2.0321, -3.5048, 4.0472)  -0.42
N (2.3216, -2.4669, 3.2673)  -0.53
N (2.0183, 1.1377, 0.9276)  -0.01
F (0.8298, 1.9124, 0.8041)  -0.20
C (2.4700, 0.7451, -0.4248)  -0.55
C (2.2875, 1.8553, -1.4572)  -0.70
C (2.7959, 1.3596, -2.8239)  -0.08
C (1.7351, 0.5785, -3.6182)  -0.53
C (1.8805, 0.7443, -5.1519)  -0.43
N (1.8112, -0.4748, -5.9486)  -0.66
H (-2.4338, 3.5924, 0.1332)  0.33
H (-1.9902, 2.5328, 1.4572)  0.13
H (-3.5679, 3.3549, 1.4964)  0.37
H (-4.6818, 0.2353, 0.0982)  0.30
H (-3.0992, 0.8764, 2.4665)  0.48
H (-4.6687, 0.1527, 2.6780)  0.36
H (-3.8484, -1.8979, 2.3114)  0.15
H (-3.4385, -1.4598, 0.6686)  0.48
H (-1.6737, -1.6318, 3.1099)  0.23
H (-1.4593, -2.2966, 1.5131)  0.42
H (-0.8489, 0.5155, 2.4427)  0.35
H (-1.3386, 0.2539, 0.7557)  0.14
H (0.5896, -1.6836, 1.4819)  0.38
H (3.0041, 0.3778, 2.9436)  0.35
H (0.8046, -0.0431, 5.0485)  0.45
H (0.2714, -2.0055, 6.5148)  0.45
H (1.0913, -4.2644, 5.8168)  0.42
H (2.3960, -4.4725, 3.7256)  0.44
H (1.9508, -0.1555, -0.7690)  0.45
H (3.5315, 0.5077, -0.3221)  0.21
H (1.2245, 2.0738, -1.5411)  0.37
H (2.8381, 2.7386, -1.1315)  0.35
H (3.0975, 2.2341, -3.4027)  -0.13
H (3.6715, 0.7233, -2.6709)  0.36
H (1.8029, -0.4899, -3.3925)  0.32
H (0.7390, 0.9220, -3.3244)  0.27
H (2.8235, 1.2491, -5.3695)  0.23
H (1.0916, 1.4164, -5.4975)  0.33
H (1.0848, -1.0912, -5.6082)  0.26
H (2.6874, -0.9789, -5.9200)  0.24
F (-3.1531, -4.2260, 2.0892)  -0.17
C (-4.1979, -5.0851, 2.2390)  0.50
C (-4.0021, -6.2448, 2.9577)  -0.62
C (-5.0743, -7.1126, 3.1085)  -0.32
C (-6.3055, -6.8121, 2.5423)  -0.61
C (-6.4693, -5.6374, 1.8220)  -0.35
C (-5.4078, -4.7570, 1.6655)  -0.35
H (-3.0319, -6.4608, 3.3841)  0.41
H (-4.9449, -8.0275, 3.6704)  0.36
H (-7.1359, -7.4941, 2.6610)  0.38
H (-7.4261, -5.4034, 1.3757)  0.37
H (-5.5129, -3.8358, 1.1084)  0.42
F (4.2477, 3.4835, -5.5897)  -0.28
C (4.4177, 4.7577, -5.1678)  0.52
C (5.5216, 5.4584, -5.6070)  -0.63
C (5.6926, 6.7629, -5.1665)  -0.33
C (4.7741, 7.3392, -4.2996)  -0.57
C (3.6743, 6.6090, -3.8722)  -0.39
C (3.4853, 5.3058, -4.3102)  -0.33
H (6.2262, 4.9874, -6.2786)  0.42
H (6.5487, 7.3309, -5.5044)  0.36
H (4.9148, 8.3560, -3.9598)  0.38
H (2.9565, 7.0548, -3.1966)  0.35
H (2.6295, 4.7212, -3.9991)  0.49

---

# 3
C29H40F5N2O18PS | ωB97M-V/def2-TZVPD

Results
Orbital gap: 0.3285 Eh
SMILES: COCCCCCCCCC[C@](C#N)(CC#N)P(O)(O)=S.O=C1OC[C@@H](F)O1.O=C1OC[C@@H](F)O1.O=C1OC[C@@H](F)O1.O=C1OC[C@@H](F)O1.O=C1OC[C@@H](F)O1

Last column: Mulliken charge in e.
Element x y z (Å)
C (6.5098, 1.1487, 2.0698)  -0.63
O (6.4032, 2.5509, 1.8141)  -0.32
C (5.0500, 2.9301, 1.5423)  -0.42
C (4.7714, 3.1608, 0.0177)  -0.49
C (5.4724, 2.1557, -0.9536)  -0.61
C (4.5902, 0.9357, -1.3916)  -1.04
C (3.6908, 0.3585, -0.2267)  1.46
C (3.4559, -1.1662, -0.4324)  -1.10
C (2.3399, -1.8094, 0.4695)  -1.18
C (1.4292, -0.7994, 1.2235)  -0.09
C (0.3544, -0.2715, 0.2135)  -1.69
C (-0.3164, 1.0666, 0.6423)  1.56
C (0.5551, 2.2868, 0.3559)  -0.50
N (1.1383, 3.2120, 0.1208)  -0.47
C (-0.6717, 1.1395, 2.1979)  -0.50
C (0.4877, 1.8146, 2.9272)  0.09
N (1.4361, 2.1792, 3.3993)  -0.54
P (-1.8592, 1.3196, -0.4571)  0.29
O (-2.4838, -0.0925, -0.9669)  -0.15
O (-3.0029, 2.2542, 0.2680)  -0.56
S (-1.2262, 2.2520, -2.0517)  -0.38
H (7.4961, 0.9905, 2.5497)  0.23
H (5.6824, 0.7752, 2.7094)  0.25
H (6.4991, 0.5425, 1.1348)  0.27
H (4.9081, 3.9226, 2.0315)  0.40
H (4.3081, 2.2568, 2.0297)  0.11
H (3.6813, 3.2136, -0.1666)  0.14
H (5.1879, 4.1644, -0.2255)  0.46
H (5.6954, 2.7314, -1.8822)  0.37
H (6.4601, 1.8083, -0.5893)  0.29
H (3.8624, 1.3275, -2.1390)  0.32
H (5.2254, 0.1402, -1.8341)  0.31
H (2.7723, 0.9746, -0.2265)  -0.50
H (4.1835, 0.5086, 0.7557)  -0.28
H (3.3218, -1.3714, -1.5188)  0.40
H (4.4106, -1.6753, -0.1634)  0.39
H (2.7772, -2.5621, 1.1511)  0.45
H (1.6674, -2.3951, -0.2049)  0.26
H (0.8810, -1.3828, 1.9908)  0.60
H (1.9805, -0.0172, 1.7755)  0.22
H (0.8664, -0.1463, -0.7657)  0.42
H (-0.4235, -1.0600, 0.1297)  0.58
H (-1.5075, 1.8658, 2.2912)  0.53
H (-0.9079, 0.1568, 2.6373)  0.39
H (-2.2713, -0.1491, -1.9184)  0.21
H (-2.5867, 3.1252, 0.4022)  0.47
O (11.3515, 5.9561, 2.3605)  -0.50
C (10.6340, 5.0987, 2.7540)  0.61
O (9.3245, 5.2783, 3.0723)  -0.34
C (8.7852, 3.9883, 3.3693)  -0.04
C (10.0123, 3.2119, 3.7528)  0.29
F (9.8947, 1.9028, 3.4130)  -0.27
O (11.0199, 3.8011, 2.9541)  -0.32
H (8.2934, 3.5864, 2.4808)  0.05
H (8.0570, 4.0447, 4.1767)  0.26
H (10.2878, 3.2918, 4.8071)  0.28
O (-5.0560, -5.0473, 1.4308)  -0.53
C (-5.0419, -4.2189, 0.5835)  0.66
O (-5.7305, -3.0431, 0.6479)  -0.34
C (-5.3444, -2.2718, -0.4891)  -0.10
C (-4.8704, -3.3279, -1.4449)  0.68
F (-3.8687, -2.8561, -2.2400)  -0.29
O (-4.3394, -4.3181, -0.5826)  -0.34
H (-4.5506, -1.5774, -0.2045)  0.07
H (-6.1860, -1.7013, -0.8803)  0.27
H (-5.6596, -3.7645, -2.0639)  -0.05
O (-7.2238, -4.8492, -2.2538)  -0.57
C (-8.0760, -4.0413, -2.4458)  0.70
O (-9.3457, -4.1427, -1.9813)  -0.32
C (-10.0110, -2.9198, -2.3042)  -0.44
C (-9.1990, -2.4165, -3.4628)  0.36
F (-9.1666, -1.0636, -3.4899)  -0.31
O (-7.8974, -2.8972, -3.1671)  -0.32
H (-9.9734, -2.2477, -1.4443)  0.28
H (-11.0521, -3.0955, -2.5675)  0.28
H (-9.5176, -2.7959, -4.4360)  0.30
O (2.5459, -1.9648, 3.4143)  -0.46
C (1.9595, -1.6262, 4.3875)  0.65
O (0.6022, -1.6488, 4.5138)  -0.31
C (0.3020, -1.2949, 5.8649)  -0.45
C (1.5300, -0.5280, 6.2710)  0.38
F (1.7958, -0.6885, 7.5894)  -0.30
O (2.5540, -1.1531, 5.5191)  -0.32
H (0.1621, -2.2022, 6.4558)  0.28
H (-0.6047, -0.6948, 5.9215)  0.27
H (1.4980, 0.5373, 6.0303)  0.23
O (-10.3400, -0.9672, -6.3678)  -0.50
C (-9.2984, -0.9991, -6.9340)  0.69
O (-8.6231, 0.0990, -7.3621)  -0.31
C (-7.3645, -0.3506, -7.8650)  -0.42
C (-7.6547, -1.7850, -8.2083)  0.30
F (-6.5598, -2.5635, -8.0397)  -0.28
O (-8.6263, -2.1479, -7.2441)  -0.29
H (-6.6060, -0.2539, -7.0856)  0.28
H (-7.0565, 0.2335, -8.7302)  0.27
H (-8.0602, -1.9364, -9.2111)  0.28